This record from the OMol25 dataset describes a single C5H9N molecule at a distorted geometry. The level of theory is ωB97M-V/def2-TZVPD.

Geometry as XYZ:
```
15
Properties=species:S:1:pos:R:3
H 0.22518 0.00256 2.68609
C 0.58982 -0.83334 -0.97782
H 0.43964 1.81605 0.09516
H 0.16289 -1.83326 -1.19556
C -0.45652 1.17854 -0.45512
H -1.17608 2.00383 -0.89082
C -0.95573 0.21639 0.63718
H 1.66536 -1.14220 -1.13750
N -0.06153 0.30741 -1.55362
H -1.52565 -0.61094 0.06592
H 1.14600 0.29918 0.78866
H 0.45165 0.83330 -2.26621
C 0.52318 -0.40665 0.45119
C -0.17904 -0.51581 1.73019
H -0.84916 -1.31504 2.02226
```

Results
E_tot: -250.47724 hartree
Gap between HOMO and LUMO: 9.63 eV
E_HOMO: -8.52 eV
Spin multiplicity: 1
SMILES: C1NC[C@@H]2C[C@@H]12
Max |F|: 0.0909 Eh/bohr

Atomic partial charges in e from the Löwdin method, atoms 1 to 8:
1 H 0.1360
2 C -0.2128
3 H 0.1478
4 H 0.1125
5 C -0.2788
6 H 0.1276
7 C -0.1384
8 H 0.1248



This record from the OMol25 dataset describes a molecular structure, C19H22N3O3PtSi. The level of theory is ωB97M-V/def2-TZVPD.

Geometry as XYZ:
```
49
Properties=species:S:1:pos:R:3
H -4.58194 2.37493 -3.88110
H -1.69156 -1.30339 -3.34599
H 1.74182 -0.06376 3.42440
H -0.84381 4.22672 -4.84249
C 0.74687 -2.52127 -1.35363
C -3.13870 2.47849 -2.29371
C 1.26657 5.58823 1.09356
H 0.14267 1.56461 2.40687
N 0.39212 0.69533 1.94741
C -1.05277 3.50274 -2.83492
H -3.79208 1.98208 -1.58390
H 0.16141 -0.20160 -5.55925
C -0.95833 6.16839 1.77923
Pt 0.36001 0.75244 -0.08787
C -0.82303 -0.45323 -5.16535
C -3.58867 2.69766 -3.59125
O 2.79262 -1.89011 2.02816
C -1.86391 2.87281 -1.88716
H -0.30482 0.00058 2.20523
H 2.60437 -1.50320 -1.54702
H 0.76573 7.40123 2.13045
C 1.73613 0.21994 2.37231
Si -1.20093 2.44798 -0.15813
H -0.04738 3.80508 -2.55904
H 2.59705 -2.68530 -0.24910
N 1.77312 -0.81509 0.23726
O -0.38186 -2.17174 -0.93633
H -1.27863 -1.18366 -5.83331
H 2.32412 5.81806 1.03863
C -1.49470 3.73592 -4.12839
C -1.43047 4.98160 1.23436
H -0.11536 -1.97386 -3.71037
H 1.47616 3.69710 0.10273
H -3.11362 3.50463 -5.52444
C 0.39368 6.47616 1.70665
H -2.48985 4.75464 1.29437
H -2.47636 2.22144 0.61273
C 0.78556 4.39963 0.55865
O 0.99096 -3.25509 -2.34182
C 2.01334 -1.88687 -0.70998
C -0.10708 -0.12065 -2.83492
C 2.14560 -0.97641 1.50081
H 2.43322 1.04087 2.20784
C -2.76721 3.32990 -4.51283
H -1.64495 6.85452 2.26143
C -0.71420 -1.05522 -3.76350
N 0.41522 0.64024 -2.14862
H -1.43526 0.44913 -5.16390
C -0.57288 4.07310 0.60870
```

Results
E_tot: -1536.13749 hartree
Gap between HOMO and LUMO: 6.99 eV
E_HOMO: -4.53 eV
Spin multiplicity: 1
Max |F|: 0.0156 Eh/bohr
Charge: -1

Atomic partial charges in e from the Löwdin method, atoms 1 to 8:
1 H 0.0933
2 H 0.1330
3 H 0.1118
4 H 0.0948
5 C -0.7354
6 C -0.1218
7 C -0.1033
8 H 0.0841



This record from the OMol25 dataset describes a molecular structure, C17H14CrF5N4OSeTe at a distorted geometry. The level of theory is ωB97M-V/def2-TZVPD.

Geometry as XYZ:
```
44
Properties=species:S:1:pos:R:3
H -5.18832 -0.55915 -1.54323
H 2.00566 3.80061 -1.55109
C -0.26039 3.30512 0.91498
C -0.93108 -1.15659 2.63346
C -4.78129 -0.16574 -0.61423
C -0.28159 1.92834 0.85150
H 3.10231 2.38666 -2.94025
C 0.52335 3.99087 -0.00497
C 1.31545 3.29126 -0.89436
N 2.08937 -0.26079 -1.13458
N 0.39791 1.27303 -0.09170
C -3.41416 0.30997 -0.83385
C -2.24249 0.48947 3.75726
N -2.33617 0.67198 -0.97641
H -2.94448 0.77196 4.53156
C 2.96159 -1.17233 -1.53981
C 3.98534 0.41388 -3.01017
C 3.94102 -0.85650 -2.48038
F 1.46477 -3.69281 -2.03911
H -5.40868 0.64913 -0.26096
H -2.12814 -1.57846 4.35502
C 2.17513 0.99232 -1.60132
H 4.71387 0.66870 -3.76894
Se -0.31131 -1.29169 -2.57690
H -0.80983 3.82988 1.68268
H -0.57107 -2.16677 2.46373
F -1.45942 -1.74768 0.01913
C -1.80066 -0.81661 3.66137
C -0.90499 1.03223 1.87741
Cr 0.06732 -0.80037 -0.24598
F 0.28451 -5.95883 -0.50577
C 3.08700 1.37723 -2.55286
F -0.02394 -4.23478 1.50273
Te 0.41938 -4.05868 -0.37888
O 1.00015 -2.13783 0.25671
C -1.79046 1.44290 2.85138
H 0.56133 5.07234 0.01719
H 4.63267 -1.62495 -2.79567
F 2.15536 -4.42657 0.18004
N -0.50315 -0.23622 1.77568
H -4.76070 -0.96387 0.12537
H 2.84677 -2.16476 -1.12893
H -2.12533 2.46925 2.90492
C 1.24737 1.90482 -0.89181
```

Results
E_tot: -5163.80263 hartree
Gap between HOMO and LUMO (spin up / spin down): 6.88 / 6.36 eV
E_HOMO (spin up / spin down): -7.94 / -7.66 eV
Spin multiplicity: 4
Max |F|: 0.0437 Eh/bohr
⟨S²⟩: 3.80

Atomic partial charges in e from the Löwdin method, atoms 1 to 8:
1 H 0.0879
2 H 0.1158
3 C 0.0147
4 C -0.0635
5 C -0.0378
6 C -0.1902
7 H 0.1136
8 C -0.0201



This record from the OMol25 dataset describes 2 unconnected molecules or ions with the total composition C3H10NO at a distorted geometry. The level of theory is ωB97M-V/def2-TZVPD.

Geometry as XYZ:
```
15
Properties=species:S:1:pos:R:3
H -0.40230 -1.02914 -3.15419
C 1.40175 0.15034 1.10729
O -0.84358 -1.11480 -1.11425
H -0.22623 0.49935 -2.14123
H -0.80812 -2.08326 -1.17606
H -0.22372 1.63712 2.40183
H 1.02533 -0.74714 -2.11614
C -0.06593 -0.57493 -2.22169
C -0.80385 1.02428 1.68478
N 0.12895 0.11818 0.96832
H 1.71348 0.46222 2.12940
H -1.39351 0.43245 2.39166
H -0.10005 -0.17776 -0.04259
H 2.04944 -0.13569 0.28908
H -1.45167 1.53880 0.99380
```

Results
E_tot: -249.98615 hartree
Gap between HOMO and LUMO: 10.35 eV
E_HOMO: -15.33 eV
Spin multiplicity: 1
Max |F|: 0.0687 Eh/bohr
Charge: +1

Atomic partial charges in e from the Löwdin method, atoms 1 to 8:
1 H 0.0974
2 C 0.1659
3 O -0.1463
4 H 0.0917
5 H 0.1188
6 H 0.1081
7 H 0.0893
8 C -0.0904